Run A
The following is a quantum chemistry calculation of a 2-piece molecular cluster, C10H10N3 overall, from OMol25.

HOMO-LUMO gap (spin up / spin down): 7.8 / 7.8 eV
charge: +1

Cartesian coordinates (Å):
C1 -1.86982 -0.02056 1.63133
C2 -0.41138 -2.26258 -2.16635
C3 -0.64504 -0.87697 -2.45986
C4 0.37526 -2.54490 -1.12219
C5 -0.36743 0.07774 -1.55866
C6 0.81085 -1.52033 -0.33420
C7 0.39409 -0.24785 -0.44203
C8 0.87831 0.44755 1.84013
C9 0.59688 2.52838 1.80075
C10 0.41556 2.06808 0.41945
N1 -2.01851 1.10477 1.51546
N2 0.98755 1.53544 2.57999
N3 0.65219 0.71757 0.58043
H1 -0.90717 -2.88295 -2.79143
H2 -1.24051 -0.52879 -3.28485
H3 0.51014 -3.58181 -0.78407
H4 -0.62113 1.07086 -1.72248
H5 1.36002 -1.91515 0.40207
H6 1.15373 -0.55952 2.29757
H7 0.86604 3.52843 2.05687
H8 -1.68428 -1.02697 1.97350
H9 -0.46051 2.35014 -0.27710
H10 1.22517 2.53939 -0.15431

Atom charges from the Löwdin analysis, given in e for atoms 1 to 2: C -0.027; C -0.016

=====

Run B
The following is a quantum chemistry calculation of an isolated ion of composition C10H10N3 and charge +1, from OMol25.

HOMO-LUMO gap (spin up / spin down): 7.4 / 7.4 eV
charge: +1
SMILES string: Cc1cccc(N=[N+]=CC#N)c1C

Cartesian coordinates (Å):
C1 5.13689 0.11505 1.38077
C2 0.26481 -2.10598 1.01470
C3 -0.94133 -1.66628 0.47690
C4 1.33295 -1.29043 1.23542
C5 -1.05313 -0.45005 -0.18751
C6 0.04186 0.37712 -0.18374
C7 1.20609 -0.00210 0.58969
C8 4.23748 1.10838 1.92968
C9 -2.34264 -0.13522 -0.85424
C10 0.00706 1.65771 -0.84631
N1 3.08263 1.09087 1.43583
N2 5.59395 -0.68919 0.66173
N3 2.25556 0.83305 0.59578
H1 0.42468 -3.14421 1.28278
H2 -1.77017 -2.29481 0.51636
H3 2.15295 -1.62212 1.77030
H4 4.41235 1.60987 2.79681
H5 -2.11561 0.68338 -1.72518
H6 -2.79970 -1.06983 -1.23314
H7 -2.94604 0.26310 -0.03883
H8 -0.08845 1.41390 -1.89853
H9 -0.80031 2.40252 -0.40354
H10 0.99051 2.26494 -0.66651

Atom charges from the Löwdin analysis, given in e for atoms 1 to 2: C -0.130; C -0.035

=====

What should be chosen as the most stable of them? Choose run A.

=====

Run A
The following is a quantum chemistry calculation of C30H24BLiN3O3PSe2 as an isolated structure, from OMol25.

HOMO-LUMO gap: 5.9 eV
charge: -2

Cartesian coordinates (Å):
Li1 1.18051 2.16773 0.15840
O1 5.43368 2.46346 -0.10528
C1 4.20748 2.73186 -0.12188
N1 3.20126 2.02351 0.33582
C2 3.60316 0.77603 0.93514
C3 2.45392 0.08486 1.62442
C4 2.67067 -1.07109 2.37414
C5 1.59423 -1.72137 2.94035
C6 0.31857 -1.20751 2.74673
C7 0.18979 -0.05293 1.99909
N2 1.23196 0.58989 1.46590
C8 3.79597 4.03849 -0.78122
C9 4.60537 4.56478 -1.78885
C10 4.21684 5.72900 -2.42239
C11 3.03689 6.34569 -2.02492
C12 2.30777 5.75704 -1.00363
N3 2.67211 4.63560 -0.39013
H1 4.42644 0.91281 1.65054
H2 3.99899 0.07596 0.18279
H3 3.67825 -1.45621 2.47543
H4 1.73465 -2.63603 3.50464
H5 -0.55811 -1.70704 3.13620
H6 -0.78245 0.38111 1.79947
H7 5.51563 4.03652 -2.03641
H8 4.81798 6.15081 -3.22056
H9 2.68216 7.25337 -2.49702
H10 1.37390 6.19747 -0.66719
Se1 -2.04759 -1.50229 -0.74340
P1 -0.59683 -3.06083 -0.65592
Se2 1.46482 -2.61910 -0.99549
C13 -1.13424 -4.43392 -1.77693
C14 -0.25517 -5.03063 -2.66989
C15 -0.68204 -6.06987 -3.49006
C16 -1.98944 -6.52543 -3.41684
C17 -2.87504 -5.92944 -2.52561
C18 -2.45097 -4.88661 -1.71752
C19 -0.76320 -3.95752 0.95802
C20 0.29446 -4.72055 1.44478
C21 0.17737 -5.39875 2.65008
C22 -0.99878 -5.31912 3.38540
C23 -2.05581 -4.55812 2.90563
C24 -1.93727 -3.88014 1.69870
H11 0.76426 -4.66447 -2.70965
H12 0.01217 -6.52262 -4.18883
H13 -2.32176 -7.33645 -4.05495
H14 -3.90185 -6.27240 -2.46901
H15 -3.14625 -4.39403 -1.04797
H16 1.21904 -4.74334 0.87965
H17 1.01240 -5.98018 3.02448
H18 -1.08582 -5.83906 4.33272
H19 -2.97212 -4.47883 3.47956
H20 -2.73842 -3.24837 1.33157
O2 -1.49290 3.96097 -1.39144
B1 -0.83163 3.34966 -0.25272
O3 -1.70913 3.68285 0.86729
C25 -2.75477 4.40299 0.40533
C26 -3.82508 4.93421 1.09304
C27 -4.77628 5.65245 0.36029
C28 -4.64387 5.82174 -1.01136
C29 -3.55483 5.27870 -1.70195
C30 -2.62280 4.57309 -0.97210
H21 -3.91888 4.79252 2.16244
H22 -5.63112 6.08020 0.87136
H23 -5.39673 6.37948 -1.55627
H24 -3.44148 5.39937 -2.77198

Atom charges from the Löwdin analysis, given in e for atoms 1 to 2: Li 0.465; O -0.065

=====

Run B
The following is a quantum chemistry calculation of C30H24BLiN3O3PSe2 as an isolated structure, from OMol25.

HOMO-LUMO gap: 6.0 eV
charge: -2

Cartesian coordinates (Å):
Li1 0.63760 -0.95680 -0.17916
O1 -2.28497 -2.86733 -2.60905
C1 -1.18398 -2.50977 -2.11710
N1 -0.94222 -1.92965 -0.96500
C2 -2.14862 -1.71401 -0.19894
C3 -1.84938 -1.24723 1.20465
C4 -2.88069 -1.09420 2.13188
C5 -2.60169 -0.55854 3.36999
C6 -1.29529 -0.19142 3.66737
C7 -0.32818 -0.40531 2.70429
N2 -0.59199 -0.93549 1.50624
C8 0.03822 -2.75443 -2.98532
C9 -0.10258 -2.62931 -4.36949
C10 1.00293 -2.81104 -5.17490
C11 2.21706 -3.13562 -4.58092
C12 2.25133 -3.26442 -3.20270
N3 1.19530 -3.08090 -2.41389
H1 -2.78297 -2.60979 -0.15930
H2 -2.78433 -0.94028 -0.65732
H3 -3.89248 -1.36019 1.85009
H4 -3.39307 -0.39501 4.09285
H5 -1.03626 0.27803 4.60730
H6 0.70465 -0.12734 2.87383
H7 -1.08073 -2.39371 -4.76346
H8 0.92696 -2.69702 -6.25087
H9 3.11865 -3.27603 -5.16376
H10 3.18115 -3.51386 -2.70034
Se1 0.98583 3.00476 2.01084
P1 -1.11388 3.39289 2.05755
Se2 -2.41945 2.39868 0.68661
C13 -1.38843 5.22031 1.96686
C14 -2.26038 5.78486 1.04775
C15 -2.42520 7.16505 0.98831
C16 -1.72665 7.99146 1.85316
C17 -0.85200 7.43196 2.77978
C18 -0.68031 6.05894 2.82729
C19 -1.75560 3.14076 3.78037
C20 -3.09708 2.85296 4.00581
C21 -3.56747 2.64603 5.29505
C22 -2.69945 2.71710 6.37666
C23 -1.35776 2.99983 6.15976
C24 -0.88985 3.20588 4.86838
H11 -2.80368 5.12282 0.38336
H12 -3.10344 7.59217 0.25835
H13 -1.85360 9.06688 1.80266
H14 -0.29420 8.06940 3.45584
H15 0.02790 5.62358 3.52143
H16 -3.75645 2.76695 3.14995
H17 -4.61404 2.41108 5.45293
H18 -3.06518 2.53981 7.38173
H19 -0.66822 3.04349 6.99489
H20 0.16399 3.37663 4.67927
O2 3.89692 0.21971 -0.71909
B1 2.80202 -0.45878 -0.02894
O3 3.47835 -1.04274 1.15042
C25 4.78425 -0.72054 1.10973
C26 5.78929 -1.04865 1.99420
C27 7.07972 -0.58514 1.71036
C28 7.33271 0.17836 0.57830
C29 6.30456 0.50777 -0.31355
C30 5.03890 0.04547 -0.02569
H21 5.57730 -1.64128 2.87493
H22 7.89184 -0.82444 2.38710
H23 8.33982 0.52804 0.38299
H24 6.48556 1.10686 -1.19671

Atom charges from the Löwdin analysis, given in e for atoms 1 to 2: Li 0.447; O -0.067

=====

What should be chosen as the most stable of them? Choose run A.

=====

Run A
The following is a quantum chemistry calculation of one molecule with the formula C4H7FOS, from OMol25.

HOMO-LUMO gap: 8.9 eV
charge: 0
SMILES string: COC(=S)CCF

Cartesian coordinates (Å):
C1 -0.92032 1.67379 0.06504
C2 -1.15532 -0.64012 -0.17602
C3 0.28900 -0.65254 -0.48927
C4 1.42824 -0.80487 0.55559
H1 -0.26871 1.85869 1.06096
H2 -0.14174 1.48826 -0.97357
H3 -1.87249 2.56677 -0.05859
H4 0.59124 0.21726 -1.14363
H5 0.33119 -1.49379 -1.16261
H6 1.59475 0.07659 1.25300
H7 1.27465 -1.80827 1.08511
O1 -1.82531 0.54559 0.07451
F1 2.63841 -0.96084 -0.16015
S1 -1.96359 -2.06653 0.06963

Atom charges from the Löwdin analysis, given in e for atoms 1 to 2: C -0.109; C -0.804

=====

Run B
The following is a quantum chemistry calculation of one molecule with the formula C4H7FOS, from OMol25.

HOMO-LUMO gap: 9.8 eV
charge: 0
SMILES string: O[C@H]1[C@@H](S)[C@@H]1CF

Cartesian coordinates (Å):
C1 0.75060 -0.55370 -0.55044
C2 0.23417 0.84953 -0.52367
C3 -0.25185 -0.15056 0.49960
C4 -1.66388 -0.62747 0.46056
H1 2.46210 -0.29893 0.93288
H2 0.29758 -1.15963 -1.34837
H3 -0.47057 1.11133 -1.30761
H4 1.65579 2.09977 -0.65021
H5 -0.01676 0.06365 1.53648
H6 -1.92680 -1.57680 0.96638
H7 -2.29698 0.08901 1.02306
O1 0.97246 1.90860 -0.04322
F1 -2.18429 -0.68525 -0.80384
S1 2.43843 -1.06956 -0.19159

Atom charges from the Löwdin analysis, given in e for atoms 1 to 2: C -0.572; C -0.350

=====

What should be chosen as the most stable of them? Choose run B.